The following is a DFT calculation (wB97M-V/def2-TZVPD) of a molecular structure, C14H42O20PV in a non-equilibrium geometry.

Geometry as ORCA input:
```
! RIJCOSX wB97M-V def2-TZVPD def2/J DEFGRID3
* xyz -2 1
O -1.20 -0.20 -0.18
V 0.21 0.62 -0.37
O 0.49 0.87 -1.94
P 1.81 1.27 1.69
O 0.48 0.49 1.68
O 2.09 1.66 0.25
O 2.98 0.50 2.34
O 1.86 2.40 2.73
C 1.55 -2.17 -1.48
C 0.72 -3.40 -1.19
O 1.56 -4.29 -0.47
O 1.52 -1.36 -0.31
H 1.23 -1.55 -2.31
H 2.58 -2.45 -1.74
H 0.41 -3.91 -2.11
H -0.28 -3.23 -0.78
H 1.13 -4.61 0.33
H 2.13 -1.76 0.32
C -4.07 1.37 3.07
C -2.78 0.74 2.54
O -1.62 1.32 3.14
O -5.24 0.67 2.64
H -4.13 2.42 2.77
H -4.05 1.25 4.15
H -2.72 0.83 1.45
H -2.67 -0.29 2.90
H -0.84 1.03 2.60
H -5.24 0.80 1.68
C 3.59 3.23 -2.22
C 4.47 2.04 -1.99
O 3.79 0.82 -1.71
O 2.99 3.75 -1.04
H 2.79 2.97 -2.92
H 4.11 4.06 -2.71
H 5.24 2.21 -1.23
H 5.05 1.83 -2.89
H 3.17 0.91 -0.95
H 2.75 2.95 -0.51
C -2.74 3.83 -0.41
C -1.42 3.44 -1.04
O -0.68 2.66 -0.11
O -2.53 4.78 0.64
H -3.26 2.96 0.01
H -3.45 4.25 -1.13
H -0.78 4.28 -1.31
H -1.53 2.84 -1.94
H -0.45 3.23 0.64
H -3.39 4.89 1.05
C 0.28 -1.80 4.89
C 0.69 -2.54 3.59
O -0.01 -2.05 2.42
O 0.81 -0.49 4.97
H 0.60 -2.28 5.82
H -0.80 -1.75 5.02
H 0.41 -3.60 3.63
H 1.77 -2.42 3.44
H 0.42 -1.19 2.15
H 0.83 -0.17 4.06
C -4.30 -3.05 0.83
C -2.82 -2.78 1.00
O -2.41 -3.09 2.31
O -4.53 -4.45 1.08
H -4.63 -2.73 -0.16
H -4.88 -2.50 1.57
H -2.61 -1.71 0.88
H -2.31 -3.30 0.18
H -1.44 -2.96 2.35
H -3.92 -4.66 1.80
C 2.48 0.45 -4.89
C 2.25 -0.24 -6.21
O 1.02 -0.99 -6.23
O 2.96 -0.48 -3.93
H 1.63 1.04 -4.54
H 3.30 1.17 -5.07
H 3.11 -0.89 -6.41
H 2.22 0.43 -7.07
H 1.29 -1.89 -6.02
H 2.95 -0.03 -3.06
*
```

As for the HOMO energy: -0.42 eV. Its frontier orbital gap is 4.48 eV. Its energy relative to the best compared isomer or geometry (same formula, charge and spin) is 0.0000 eV. The value obtained for the maximum force is 10.786 eV Å⁻¹.

Löwdin population analysis, charges in e, atoms 1 to 6:
1. O -0.36
2. V 0.92
3. O -0.35
4. P -0.08
5. O -0.44
6. O -0.39